The following is a DFT calculation (ωB97M-V with the def2-TZVPD basis set) of a 15-piece molecular cluster, C43H97N11O24S3 overall at a distorted geometry.

```
178
Properties=species:S:1:pos:R:3:mulliken_charge:R:1
S 2.752 6.461 -0.050 1.14
S 3.560 1.891 -4.145 1.07
S 4.235 2.651 2.131 1.06
O 4.468 1.357 2.873 -0.42
O 1.517 6.856 -1.116 -0.50
O 0.342 4.194 -3.484 -0.57
O 2.739 2.450 -5.235 -0.58
O 4.480 0.771 -4.526 -0.61
O 2.640 7.173 1.226 -0.61
O 4.083 6.416 -0.674 -0.55
O 1.340 -5.599 -1.023 -0.80
O -3.472 -3.423 -3.320 -0.82
O 2.583 2.816 1.916 0.00
O -0.913 1.075 0.092 -0.47
O 4.174 3.926 3.200 -0.39
O 4.934 2.936 0.888 -0.59
O -2.631 6.042 -1.342 -0.64
O -5.419 -0.439 0.496 -0.50
O 4.378 3.071 -3.247 -0.50
O -3.345 1.841 6.614 -0.70
O 1.698 -0.458 4.482 -0.31
O 2.614 1.444 -2.879 0.15
O 0.601 -6.384 5.727 -0.66
O 1.277 -2.148 -2.296 0.33
O 3.974 -2.528 1.356 -0.69
O 2.051 4.936 0.091 -0.18
O -3.527 0.470 -5.780 -0.73
N -3.765 4.721 0.104 -0.04
N 0.813 -0.348 -0.245 1.14
N -1.822 -4.954 -2.811 -0.07
N 4.176 -2.059 -0.796 0.99
N 3.743 -0.833 5.271 0.02
N -1.834 4.180 -3.750 0.09
N -0.181 -4.809 4.403 0.02
N -3.528 -0.695 -3.815 0.43
N 1.623 -3.911 -3.586 0.37
N 3.141 -4.864 -0.046 0.09
N -4.321 1.656 4.554 0.06
C 2.532 -0.300 5.366 0.71
C -3.670 5.780 -0.706 0.59
C 4.619 -1.988 0.475 0.95
C 1.353 -0.286 1.065 -0.53
C -1.736 -5.661 -4.087 -0.86
C 0.282 6.142 -0.778 -0.13
C -5.443 -1.817 2.350 -0.42
C -4.506 0.102 -3.145 -1.09
C -0.262 0.343 -0.639 -0.05
C -5.658 1.994 4.883 -1.05
C 0.649 4.896 -0.048 1.09
C 0.984 -4.198 6.544 -0.89
C 3.558 3.524 -2.224 0.12
C -3.118 -0.487 -5.084 0.80
C -1.970 1.117 4.749 -0.01
C -3.086 3.605 -4.114 -1.29
C -0.621 3.687 -4.029 0.72
C -0.757 0.249 -2.058 1.83
C 1.960 -4.587 -4.883 -1.29
C -3.294 1.569 5.400 0.48
C -2.681 3.872 0.503 0.62
C 5.890 -1.288 0.821 -1.26
C 4.710 -1.458 -1.912 -1.17
C -3.971 -1.605 1.920 0.13
C -4.062 -0.351 1.017 1.31
C -0.358 -3.432 3.966 -0.72
C -2.613 -3.906 -2.537 0.59
C -6.129 -1.595 1.004 -0.54
C 4.170 -1.611 4.134 -0.36
C 1.466 -2.585 -3.408 -0.71
C 1.851 -4.927 -0.155 0.36
C 4.111 -5.659 -0.918 -0.90
C 1.040 -4.162 0.874 -0.74
C 2.301 0.549 6.605 -1.58
C -2.393 -3.207 -1.229 -0.26
C 2.941 4.201 3.696 -0.26
C 0.409 -5.207 5.539 0.62
C 1.528 -1.660 -4.592 -0.21
C -2.158 -1.483 -5.719 -0.58
C 1.999 3.093 3.180 0.08
C -4.957 6.574 -0.852 -1.39
C -0.504 2.780 -5.231 -0.51
C 2.873 2.209 -1.734 0.56
H 0.060 -4.637 0.832 0.54
H 1.367 -4.292 -5.749 0.33
H -1.009 -0.787 -2.286 -0.82
H -3.312 -1.599 -3.420 -0.24
H 0.497 -3.225 6.478 0.26
H 0.231 3.213 -5.909 0.35
H -1.909 0.039 4.898 -0.04
H 2.939 4.331 4.778 0.32
H 4.119 -1.790 -2.765 0.22
H -7.213 -1.486 1.048 0.38
H 0.835 -1.001 1.704 0.27
H -5.814 -1.038 3.016 0.07
H -1.201 -5.232 -2.064 0.18
H 5.140 -5.301 -0.910 0.29
H 3.813 -5.660 -1.967 0.24
H 2.038 -3.990 6.361 0.19
H 3.284 -2.533 -0.793 -0.65
H -0.190 5.946 -1.741 0.08
H 4.849 -2.367 4.529 0.39
H -3.313 -0.565 0.255 -0.83
H -0.462 -5.578 3.811 0.24
H -2.382 -3.936 -0.419 0.70
H 3.561 1.640 -1.109 -0.29
H -1.318 -0.919 -6.124 0.27
H 1.940 -5.675 -4.828 0.37
H -2.146 3.661 -0.423 -0.29
H -5.200 7.076 0.084 0.37
H -3.958 0.592 1.555 -0.37
H -2.671 -2.055 -6.492 0.37
H -1.246 -6.627 -3.967 0.35
H 2.586 -1.412 -4.680 0.31
H -3.500 -2.416 1.364 -0.06
H -1.985 1.385 3.693 -0.03
H -3.358 -1.301 2.768 0.16
H 2.843 4.308 -2.475 0.13
H -4.957 7.254 -1.704 0.33
H -2.751 -5.808 -4.456 0.31
H -0.690 -3.313 2.934 0.19
H -3.450 3.437 -5.127 0.36
H 1.430 1.176 6.414 0.19
H -3.933 4.226 -3.822 0.37
H -2.036 4.329 1.254 0.20
H -1.147 1.596 5.280 0.26
H 0.545 -2.846 4.139 -0.03
H -4.150 1.589 3.561 0.05
H -4.652 4.530 0.547 0.28
H -5.795 3.073 4.821 0.31
H 4.060 -6.715 -0.652 0.39
H -0.027 1.832 -4.981 -0.28
H -4.048 0.619 -2.302 0.17
H 0.197 4.914 0.944 -0.05
H -5.094 0.772 -3.773 0.33
H 0.982 -0.772 -4.273 -0.73
H 0.949 -4.456 7.603 0.38
H 3.087 1.298 6.698 0.48
H 1.164 -2.090 -5.525 0.54
H -1.701 -2.138 -4.976 -0.12
H 2.639 5.112 3.179 0.18
H 4.687 -1.128 3.306 -0.05
H -5.683 -2.787 2.786 0.39
H 4.433 -0.558 5.956 0.23
H 6.230 -0.724 -0.048 0.48
H 0.952 -3.100 0.640 -0.25
H -6.065 -2.375 0.245 0.24
H 2.409 -0.518 1.198 -0.46
H -1.391 2.610 -5.842 0.36
H 2.934 -4.264 -5.251 0.37
H -1.062 -2.975 4.661 0.44
H -0.328 6.761 -0.119 0.36
H 3.299 -2.111 3.710 -0.12
H 1.958 2.373 -1.163 -0.49
H -5.830 1.637 5.898 0.38
H -1.628 0.881 -2.228 -0.09
H 4.160 4.022 -1.464 0.31
H 1.975 2.187 3.786 -0.40
H 5.674 -1.938 -2.085 0.49
H -5.237 -0.567 -2.693 0.39
H 1.560 -4.482 -2.756 0.06
H 5.686 -0.464 1.505 0.15
H -5.750 5.914 -1.204 0.41
H 2.313 -0.048 7.517 0.42
H -1.439 -2.684 -1.298 -0.30
H 6.558 -2.051 1.220 0.26
H -3.012 2.919 0.915 -0.40
H -6.315 1.458 4.198 0.32
H 0.065 0.532 -2.716 -0.83
H 1.305 -0.990 -0.851 -0.18
H -1.867 4.765 -2.928 -0.03
H 4.801 -0.372 -1.883 0.25
H 1.396 -4.334 1.889 0.59
H -3.285 2.699 -3.542 0.52
H -1.236 -5.005 -4.801 0.20
H 3.530 -4.195 0.603 0.10
H 1.108 0.749 1.302 0.41
H -3.153 -2.444 -1.060 -0.08
H 0.997 3.501 3.048 0.34
H 0.255 4.011 -0.547 -0.51
```

Computed properties:
- HOMO-LUMO gap (eV) = 9.1
- total energy (a.u.) = -5299.278363



The following is a DFT calculation (ωB97M-V with the def2-TZVPD basis set) of C43H99Cl3O24S8SbSi as an isolated structure at a distorted geometry.

```
179
Properties=species:S:1:pos:R:3:mulliken_charge:R:1
Sb 5.280 0.978 -4.410 0.27
Cl 2.974 -1.777 -1.810 -0.18
Cl 5.286 0.085 -1.081 -0.16
Cl 7.512 0.377 -3.401 -0.55
S -1.612 0.386 -7.080 1.05
S -3.115 0.804 7.699 1.13
S 0.323 -3.061 10.383 1.17
S -8.358 2.990 8.682 1.27
S -8.375 -3.583 -1.769 1.22
S -0.593 -0.673 3.626 1.22
S -5.350 2.519 -1.234 1.43
S 6.712 -6.796 -2.479 1.13
Si 5.115 -1.475 -5.122 1.38
O -4.865 1.332 -0.589 -0.73
O -8.696 1.667 9.111 -0.66
O -4.683 1.059 7.817 -0.16
O 1.315 -4.054 10.111 -0.62
O 0.331 -0.866 4.702 -0.56
O -0.246 -2.497 9.016 -0.15
O -2.422 0.998 -6.069 -0.53
O -9.686 3.865 8.618 -0.27
O 6.690 -5.431 -2.889 -0.44
O -1.128 0.625 3.337 -0.68
O 0.605 -1.966 11.260 -0.65
O 8.060 -7.065 -1.671 -0.33
O -9.429 -2.620 -1.699 -0.61
O -2.548 0.750 9.008 -0.61
O -7.257 -3.216 -0.706 -0.27
O -2.894 -0.247 6.752 -0.63
O -2.503 -0.646 -7.903 -0.35
O -0.369 -0.235 -6.754 -0.48
O -7.747 -3.893 -3.017 -0.64
O -7.335 3.741 9.338 -0.62
O -6.229 2.447 -2.357 -0.63
O -4.113 3.440 -1.587 -0.32
O 0.025 -1.288 2.305 -0.28
O 5.616 -7.371 -1.762 -0.62
C 2.370 -0.545 2.238 -0.93
C 8.108 4.944 -2.514 -0.51
C 3.067 1.232 -9.119 -1.00
C 2.899 -0.101 -2.502 1.44
C 6.930 3.664 -4.371 -0.58
C -1.355 1.546 -8.378 -1.04
C 3.352 1.593 -5.398 -1.22
C 6.468 5.600 -0.712 -0.98
C 0.523 -1.495 8.313 -0.03
C 4.588 2.983 -8.694 -0.79
C -1.154 -3.863 10.909 -0.89
C 3.558 1.839 -6.859 0.25
C -1.916 -1.818 3.808 -0.75
C 7.767 6.000 -1.451 -0.71
C 4.400 2.814 -7.352 0.27
C 6.324 -1.645 -6.584 -1.44
C 7.528 -6.533 0.668 -0.99
C 5.692 -2.737 -3.833 -1.14
C 4.224 0.693 -2.404 -0.89
C 1.708 -2.087 7.583 -1.14
C -8.024 2.970 6.954 -0.81
C 7.081 -7.819 -3.865 -1.01
C 3.428 -2.016 -5.823 -1.16
C -2.691 2.341 6.957 -1.04
C -6.065 3.571 -0.017 -1.08
C -2.735 -1.944 -7.320 -0.36
C 1.007 -0.513 1.576 -0.05
C -9.936 4.854 10.852 -0.98
C 8.353 -6.196 -0.559 -0.29
C -3.034 2.862 -2.364 -0.40
C 1.840 0.654 -1.652 -1.73
C -3.376 2.738 -3.833 -0.84
C -10.510 3.928 9.798 -0.35
C -6.872 -0.788 -0.924 -0.45
C 2.885 1.066 -7.775 -0.30
C -6.299 -2.183 -1.045 -0.50
C 7.166 5.069 -3.737 -0.76
C -3.774 -1.902 -6.217 -0.93
C 3.929 2.183 -9.592 -0.39
C -5.470 -0.438 9.591 -0.98
C -8.918 -5.073 -1.003 -0.94
C -5.531 -0.065 8.124 -0.24
C 5.673 3.060 -3.772 -0.96
H -1.607 2.369 6.867 0.38
H -4.017 -2.913 -5.889 0.40
H 1.515 1.570 -2.149 0.41
H -2.505 2.422 -4.397 0.36
H 9.140 5.012 -2.862 0.38
H -1.921 -3.112 11.080 0.26
H 7.334 -1.779 -6.186 0.32
H -5.281 -0.917 7.489 0.31
H -1.505 -2.823 3.843 0.33
H 3.963 1.692 -2.057 0.58
H -0.158 -1.043 7.594 -0.02
H 6.203 5.484 -3.440 0.30
H 0.835 -0.708 9.001 0.36
H 1.083 -0.957 0.587 0.01
H -3.731 3.692 -4.227 0.27
H 6.096 -2.512 -7.210 0.40
H 6.862 3.827 -5.452 0.24
H -1.793 -2.366 -6.965 0.29
H 2.528 0.578 -9.798 0.41
H 4.789 3.696 -3.886 0.52
H 6.472 -6.320 0.503 0.29
H 6.206 -7.815 -4.511 0.36
H 1.394 -2.918 6.951 0.26
H -7.001 3.115 0.298 0.36
H 7.282 -8.828 -3.513 0.36
H -11.476 4.303 9.464 0.28
H 5.613 5.908 -1.317 0.28
H -0.926 -4.390 11.833 0.37
H -3.086 -2.574 -8.135 0.29
H 6.381 6.085 0.261 0.37
H -9.766 -5.443 -1.576 0.36
H 2.204 0.314 -7.396 0.53
H -0.806 2.387 -7.957 0.38
H -2.748 1.898 -1.941 0.32
H -9.712 5.831 10.423 0.26
H -8.822 2.434 6.446 0.30
H 6.706 -3.049 -4.090 0.32
H -5.381 3.653 0.823 0.31
H 7.620 5.759 -4.457 0.44
H 2.369 0.962 -0.745 0.24
H -2.598 -1.703 2.969 0.30
H -6.546 0.242 7.874 0.24
H 5.707 -2.378 -2.806 0.27
H 7.940 -7.408 -4.387 0.31
H -6.216 -1.201 9.817 0.42
H -5.478 -2.305 -0.341 0.27
H 9.410 -6.337 -0.343 0.27
H -7.072 2.458 6.814 0.22
H 5.848 2.990 -2.690 0.23
H -4.489 -0.830 9.857 0.21
H 7.917 3.963 -2.074 0.28
H 2.492 -0.161 -3.508 -0.68
H 6.445 4.518 -0.588 0.21
H -10.671 2.924 10.194 0.32
H -4.166 2.006 -3.995 0.29
H 3.110 -0.059 1.600 0.28
H 1.016 0.011 -1.349 0.49
H -9.008 4.458 11.262 0.30
H -6.254 4.543 -0.465 0.35
H -1.461 -4.569 10.142 0.30
H -0.773 1.072 -9.164 0.34
H 8.567 6.063 -0.705 0.37
H 0.654 0.511 1.445 0.33
H -2.188 3.534 -2.236 0.30
H -5.653 0.436 10.216 0.25
H 2.353 -0.027 3.198 0.33
H 7.810 3.047 -4.194 0.34
H 7.614 -7.593 0.909 0.26
H -5.900 -2.362 -2.045 0.33
H 6.147 1.324 -5.900 -0.08
H 7.644 6.998 -1.880 0.31
H -4.684 -1.411 -6.564 0.28
H -7.643 -0.613 -1.676 0.38
H 2.553 -1.656 -5.280 0.20
H 3.369 -1.766 -6.884 0.24
H 7.864 -5.944 1.521 0.39
H 2.451 -2.473 8.283 0.43
H -8.105 -5.794 -1.021 0.31
H -3.036 3.146 7.601 0.37
H -7.953 3.994 6.599 0.37
H -3.411 -1.344 -5.354 0.24
H -7.334 -0.644 0.055 0.27
H 4.125 2.329 -10.648 0.37
H -3.152 2.399 5.975 0.32
H 8.218 -5.154 -0.854 0.29
H 5.284 3.748 -9.019 0.40
H 2.597 0.802 -5.356 0.16
H 2.186 -1.330 6.962 0.35
H -9.222 -4.852 0.016 0.31
H -2.419 -1.582 4.744 0.22
H -6.079 -0.042 -1.061 0.01
H -10.645 4.977 11.671 0.39
H 5.055 -3.622 -3.899 0.30
H 4.920 3.455 -6.647 0.28
H -2.322 1.876 -8.750 0.37
H 6.350 -0.721 -7.167 0.30
H 3.391 -3.111 -5.770 0.52
H 2.680 -1.572 2.428 0.28
H 2.908 2.471 -4.919 0.61
```

Computed properties:
- HOMO-LUMO gap (eV) = 4.9
- net charge = -1
- total energy (a.u.) = -8599.306477
- ΔE to the lowest compared entry with this formula, charge and spin (kcal/mol) = 24.0